4
Properties=species:S:1:pos:R:3:forces:R:3 method="wB97M-V/def2-TZVPD" relative_energy_ev=0.282 mol_weight_g_mol=58.09 spin_multiplicity=1 homo_energy_ev=-22.42 total_charge=+2
O 0.575090 1.541809 -1.731029 0.4738 -0.3117 0.9752
H 1.384910 1.393830 -2.270049 -0.5800 0.1506 0.1372
H 0.550880 2.514089 -1.581529 -0.0803 -0.5427 -0.2574
Ca -0.049260 -0.129410 0.144310 0.1865 0.7037 -0.8550